Run i
2 unconnected molecules or ions with the total composition C2H4NP. Source: the Open Molecules 2025 dataset; level of theory: the ωB97M-V functional and the def2-TZVPD basis.

XYZ file:
```
8
Properties=species:S:1:pos:R:3:nbo_charge:R:1
C 0.07651 0.58612 0.78780 -0.05
C -0.88621 1.07120 -0.17036 -0.09
N -1.01889 1.00370 1.26666 -0.32
P 1.74059 -0.10438 0.88007 0.36
H -1.07442 1.96363 -0.70992 0.20
H -1.56100 -0.37400 -1.27905 -0.11
H 1.66642 -1.11136 -0.22470 0.03
H 1.23095 -1.02152 1.62521 -0.02
```

total charge = 0
frontier orbital gap (spin up / spin down) = 9.360 / 9.360 eV
2S+1 = 1

=====

Run ii
2 unconnected molecules or ions with the total composition C2H4NP. Source: the Open Molecules 2025 dataset; level of theory: the ωB97M-V functional and the def2-TZVPD basis.

XYZ file:
```
8
Properties=species:S:1:pos:R:3:nbo_charge:R:1
C -0.96683 -0.12870 0.37165 -0.02
C 1.85662 -1.16856 -0.65585 -0.78
N -2.08426 0.17636 -0.07640 -0.57
P 3.36623 -0.84176 -0.71991 0.56
H -0.27181 0.60627 0.80048 0.14
H -0.53992 -1.10453 0.29867 0.13
H -2.17504 1.15599 -0.01296 0.33
H 0.76835 -1.39204 -0.51304 0.21
```

total charge = 0
SMILES = C#P.C=N
frontier orbital gap = 10.715 eV
2S+1 = 1

=====

Run iii
A single C2H4NP molecule. Source: the Open Molecules 2025 dataset; level of theory: the ωB97M-V functional and the def2-TZVPD basis.

XYZ file:
```
8
Properties=species:S:1:pos:R:3:nbo_charge:R:1
C 0.58988 -0.07867 -0.38784 0.10
C -0.70657 0.67104 -0.55485 -0.64
N 0.77474 -1.10546 0.49083 -0.65
P -1.97120 0.06480 0.50903 0.44
H 1.44117 0.38576 -0.76536 0.16
H -0.95986 1.61237 -0.89622 0.22
H 1.71586 -0.80741 0.87726 0.36
H -0.88403 -0.74243 0.72714 0.02
```

total charge = 0
SMILES = [H]/N=C/C=P\[H]
frontier orbital gap (spin up / spin down) = 7.910 / 7.912 eV
2S+1 = 1

=====

Relative to the most stable one, in kJ/mol, the structures come out at run i 307.1; run ii 0.0; run iii 80.8.

=====

Run i
A single C2H4NP molecule. Source: the Open Molecules 2025 dataset; level of theory: the ωB97M-V functional and the def2-TZVPD basis.

XYZ file:
```
8
Properties=species:S:1:pos:R:3:nbo_charge:R:1
C 0.47072 -0.51768 -0.11459 0.12
C -0.59258 0.27594 -0.56649 -0.70
N 1.63877 -0.78074 -0.38308 -0.61
P -0.99002 -0.73825 0.93364 0.37
H -0.49650 1.35709 -0.75724 0.25
H -1.05334 -0.15594 -1.38051 0.24
H 2.15119 -1.46774 0.00943 0.35
H -0.36796 0.08986 1.81540 -0.03
```

total charge = 0
SMILES = [H]/N=C1/CP1
frontier orbital gap = 9.700 eV
2S+1 = 1

=====

Run ii
A molecular structure, C2H4NP. Source: the Open Molecules 2025 dataset; level of theory: the ωB97M-V functional and the def2-TZVPD basis.

XYZ file:
```
8
Properties=species:S:1:pos:R:3:nbo_charge:R:1
C 0.98961 -0.33946 0.37571 0.16
C -0.80866 0.29345 0.23889 -0.65
N 1.50597 -0.37993 -0.73114 -0.62
P -2.15553 -0.43431 -0.45135 0.43
H 1.28339 -0.59154 1.41042 0.17
H -0.56396 1.34224 0.50802 0.20
H 2.58820 -0.59759 -0.81818 0.36
H -2.83903 0.70714 -0.53237 -0.06
```

total charge = 0
frontier orbital gap = 9.556 eV
2S+1 = 1

=====

Run iii
A single C2H4NP molecule. Source: the Open Molecules 2025 dataset; level of theory: the ωB97M-V functional and the def2-TZVPD basis.

XYZ file:
```
8
Properties=species:S:1:pos:R:3:nbo_charge:R:1
C 0.47366 0.46286 0.12600 -0.12
C -1.96378 -0.38684 0.19091 -0.35
N -0.68683 0.03354 0.17599 -0.26
P 2.04415 -0.33483 0.09503 0.29
H -2.33278 -0.21005 -0.77889 0.20
H -2.50695 -0.67973 1.01619 0.21
H 2.53424 0.96805 0.40535 0.01
H 2.43828 0.14699 -1.23059 0.02
```

total charge = 0
SMILES = C=NC#[PH2]
frontier orbital gap = 8.294 eV
2S+1 = 1

=====

Relative to the most stable one, in kJ/mol, the structures come out at run i 0.0; run ii 129.5; run iii 124.3.

=====

Run i
2 unconnected molecules or ions with the total composition C2H4NP. Source: the Open Molecules 2025 dataset; level of theory: the ωB97M-V functional and the def2-TZVPD basis.

XYZ file:
```
8
Properties=species:S:1:pos:R:3:nbo_charge:R:1
C 1.36895 0.19505 -0.12429 -0.04
C -2.06468 0.48621 -0.11485 -0.77
N 1.64218 -1.03991 -0.05106 -0.61
P -2.17060 -0.68415 0.90063 0.56
H 0.38808 0.51202 -0.25405 0.15
H 2.04475 0.89430 0.40066 0.16
H 1.05868 -1.78975 -0.25075 0.35
H -2.26736 1.42622 -0.50629 0.21
```

total charge = 0
SMILES = C#P.C=N
frontier orbital gap = 9.426 eV
2S+1 = 1

=====

Run ii
A single C2H4NP molecule. Source: the Open Molecules 2025 dataset; level of theory: the ωB97M-V functional and the def2-TZVPD basis.

XYZ file:
```
8
Properties=species:S:1:pos:R:3:nbo_charge:R:1
C 0.06263 -0.21707 -0.12021 -0.06
C -1.18570 0.54111 -0.23441 -0.31
N -1.01744 -0.87600 -0.11563 -0.33
P 1.80412 -0.06544 -0.11058 0.38
H -1.61118 1.01529 0.60995 0.17
H -1.42012 0.96115 -1.23292 0.16
H 1.76145 -1.41566 -0.00698 -0.01
H 1.60623 0.05662 1.21079 0.00
```

total charge = 0
SMILES = PC1=NC1
frontier orbital gap = 10.459 eV
2S+1 = 1

=====

Relative to the most stable one, in kJ/mol, the structures come out at run i 32.2; run ii 0.0.

=====

Run i
A single C3H5N3O molecule. Source: the Open Molecules 2025 dataset; level of theory: the ωB97M-V functional and the def2-TZVPD basis.

XYZ file:
```
12
Properties=species:S:1:pos:R:3:nbo_charge:R:1
N 0.63435 1.61998 -0.03456 -0.57
C 0.47809 0.14222 -0.05419 0.20
C 1.72036 0.56377 -0.11186 -0.19
O 1.08329 -2.27475 -0.01588 -0.44
N -0.14540 -2.09089 -0.03465 0.05
C -0.54487 -0.77623 -0.02045 0.01
N -1.91746 -0.40340 -0.01574 -0.84
H 0.37841 2.09530 0.82968 0.39
H 0.41579 2.15896 -0.86878 0.40
H 2.67842 0.54585 0.37515 0.24
H -2.39100 -0.77167 -0.83590 0.37
H -2.39000 -0.80914 0.78717 0.37
```

total charge = 0
SMILES = N/C(=N/[O-])C1=C[NH2+]1
frontier orbital gap = 8.058 eV
2S+1 = 1

=====

Run ii
A single C3H5N3O molecule. Source: the Open Molecules 2025 dataset; level of theory: the ωB97M-V functional and the def2-TZVPD basis.

XYZ file:
```
12
Properties=species:S:1:pos:R:3:nbo_charge:R:1
C 0.19571 0.53990 0.18333 -0.10
C 1.64726 0.20144 -0.00626 0.50
C -1.97572 -0.31045 -0.05818 -0.39
N -0.07027 -1.71785 0.04661 0.04
N 2.50704 1.15766 -0.05372 -0.75
N -0.51483 -0.52514 0.04359 -0.12
O 1.84449 -1.06524 0.01572 -0.44
H -0.35814 1.46859 0.07185 0.22
H -2.17220 0.12260 -0.95822 0.22
H -2.15041 0.38981 0.85150 0.24
H -2.48724 -1.17514 -0.09064 0.23
H 3.53429 0.91381 -0.04555 0.36
```

total charge = 0
frontier orbital gap (spin up / spin down) = 7.309 / 7.139 eV
2S+1 = 1

=====

Relative to the most stable one, in kJ/mol, the structures come out at run i 10.8; run ii 0.0.

=====

Run i
A single C3H5N3O molecule. Source: the Open Molecules 2025 dataset; level of theory: the ωB97M-V functional and the def2-TZVPD basis.

XYZ file:
```
12
Properties=species:S:1:pos:R:3:nbo_charge:R:1
N -1.23518 1.14930 1.02522 -0.76
C -0.61416 0.43937 0.06534 0.45
C 0.81817 -0.01082 0.09874 0.15
N 1.10634 0.05398 -1.29192 -0.68
C -0.05336 -0.64499 -1.75730 0.30
O 0.72320 -1.54859 0.26512 -0.76
N -1.13051 -0.07020 -1.01261 -0.61
H -0.76820 1.34570 1.89798 0.40
H -2.24625 1.15635 1.03734 0.41
H 1.54642 0.45413 0.79154 0.21
H 2.01245 -0.36084 -1.50555 0.39
H -0.15892 -1.96338 0.38610 0.50
```

total charge = 0
frontier orbital gap = 8.665 eV
2S+1 = 1

=====

Run ii
2 unconnected molecules or ions with the total composition C3H5N3O. Source: the Open Molecules 2025 dataset; level of theory: the ωB97M-V functional and the def2-TZVPD basis.

XYZ file:
```
12
Properties=species:S:1:pos:R:3:nbo_charge:R:1
C 0.15670 -0.67131 -0.71512 -0.25
C -0.71304 -1.41053 0.02333 -0.09
C 0.14731 0.77800 -0.22277 -0.26
N -0.55870 -1.67161 2.73524 0.28
N -0.54594 0.59540 0.98582 -0.46
N -1.19627 -0.58552 1.09370 -0.23
O -1.04551 -2.71814 2.78237 -0.21
H 0.66021 -0.79592 -1.64745 0.21
H -0.93788 -2.48017 -0.08148 0.23
H 1.28534 1.16856 -0.02532 0.19
H -0.28028 1.33586 -1.17595 0.19
H -0.71446 1.41267 1.58047 0.40
```

total charge = 0
frontier orbital gap (spin up / spin down) = 6.553 / 6.673 eV
2S+1 = 1

=====

Relative to the most stable one, in kJ/mol, the structures come out at run i 0.0; run ii 227.6.

=====

Run i
2 unconnected molecules or ions with the total composition C3H5N3O. Source: the Open Molecules 2025 dataset; level of theory: the ωB97M-V functional and the def2-TZVPD basis.

XYZ file:
```
12
Properties=species:S:1:pos:R:3:nbo_charge:R:1
N -1.89148 -0.90141 0.85150 -0.86
C -0.67527 -1.32850 1.22663 0.44
N 0.39490 -1.64172 1.56947 -0.44
C 1.64253 0.37158 -0.05988 0.30
O 1.89384 -0.63649 -0.84938 -0.62
C 0.65380 1.29227 -0.64501 -0.01
N -0.56927 1.42894 -0.29704 -0.69
H -2.37952 -1.55579 0.25220 0.40
H -1.78778 0.02815 0.42598 0.44
H 2.55424 -1.19762 -0.40815 0.51
H 1.16537 2.00200 -1.31386 0.18
H -0.97735 2.25569 -0.73294 0.35
```

total charge = 0
frontier orbital gap = 9.222 eV
2S+1 = 1

=====

Run ii
2 unconnected molecules or ions with the total composition C3H5N3O. Source: the Open Molecules 2025 dataset; level of theory: the ωB97M-V functional and the def2-TZVPD basis.

XYZ file:
```
12
Properties=species:S:1:pos:R:3:nbo_charge:R:1
O -2.87561 0.70873 -0.00038 -0.68
C -1.64674 0.04141 0.12809 -0.16
C -0.54024 0.79932 -0.49799 0.27
N 0.28676 1.40093 -1.03819 -0.35
N 2.99260 0.38678 0.16241 -0.70
C 2.18248 -0.48043 0.44382 0.67
N 1.35234 -1.28376 0.87226 -0.77
H -3.05816 0.83767 -0.94014 0.47
H -1.65628 -0.96587 -0.31125 0.21
H -1.44106 -0.06920 1.19477 0.24
H 2.86535 0.88847 -0.70999 0.42
H 1.53855 -2.26404 0.69660 0.40
```

total charge = 0
SMILES = N#CCO.N=C=N
frontier orbital gap = 11.093 eV
2S+1 = 1

=====

Relative to the most stable one, in kJ/mol, the structures come out at run i 223.8; run ii 0.0.